Entry A
Density functional theory data (ωB97M-V/def2-TZVPD) for the molecule CH4N2O.

Properties
E_LUMO (eV): 0.94
Kohn-Sham gap (eV): 10.04
Total charge: 0
Structure (SMILES): [H]/N=N/CO

Each line ends with the Löwdin charge.
Cartesian coordinates (Å):
H 2.7005 0.6223 0.0267  0.06
N 1.6730 0.6526 0.0196  -0.01
N 1.1641 -0.4402 0.0396  -0.03
C -0.6112 -0.4541 0.0397  -0.11
O -1.8676 0.4399 0.0552  -0.11
H -0.7088 -1.0835 -0.8390  0.07
H -0.7152 -1.0459 0.9415  0.07
H -1.6348 1.3089 -0.2834  0.06

Entry B
Density functional theory data (ωB97M-V/def2-TZVPD) for a structure of composition CH4N2O.

Properties
E_LUMO (eV): 0.74
Kohn-Sham gap (eV): 10.52
Total charge: 0

Each line ends with the Löwdin charge.
Cartesian coordinates (Å):
C 0.3821 1.0188 0.0834  -0.43
H -0.4040 -1.7894 1.0091  0.19
H -1.5751 -0.3428 0.0277  0.17
H 1.0181 -0.5230 -1.2480  0.23
H 1.2531 1.5915 -0.3307  0.13
N -0.6371 -1.1359 -0.0842  -0.11
N 0.5347 -0.3165 -0.1105  -0.19
O -0.5718 1.4974 0.6531  0.00

Entry C
Density functional theory data (ωB97M-V/def2-TZVPD) for a cluster of 2 separate species, CH4N2O in total.

Properties
E_LUMO (spin up / spin down) (eV): 0.28 / 0.49
Kohn-Sham gap (spin up / spin down) (eV): 9.02 / 9.46
Total charge: 0

Each line ends with the Löwdin charge.
Cartesian coordinates (Å):
C -1.5473 0.6945 -0.1961  -0.14
N -0.9038 -0.1165 0.4253  0.11
N 1.7113 -0.5974 0.1527  -0.05
O 0.7574 -0.0404 -0.5621  -0.18
H -2.6020 0.7336 -0.2225  0.06
H -1.0318 1.2659 -0.8947  0.05
H 1.7499 -1.5551 0.1319  0.04
H 1.8664 -0.3845 1.1654  0.12

Relative energies, unit kJ/mol: entry A 21.7; entry B 0.0; entry C 189.2

Entry A
Density functional theory data (ωB97M-V/def2-TZVPD) for the molecule CH4N2O.

Properties
E_LUMO (eV): 0.82
Kohn-Sham gap (eV): 10.66
Total charge: 0
Structure (SMILES): [H]/N=C\NO

Each line ends with the Löwdin charge.
Cartesian coordinates (Å):
H -0.6582 1.5051 -0.0068  0.08
N -0.1338 1.3494 -0.9414  0.08
C 0.4033 0.2224 -0.8400  -0.31
N 0.3868 -0.6290 0.2980  -0.06
O -0.7636 -0.4414 1.0560  -0.08
H 1.0322 -0.1405 -1.6152  0.10
H 0.2822 -1.5618 0.0473  0.09
H -0.5489 -0.3043 2.0022  0.12

Entry B
Density functional theory data (ωB97M-V/def2-TZVPD) for the molecule CH4N2O.

Properties
E_LUMO (eV): 0.88
Kohn-Sham gap (eV): 10.66
Total charge: 0
Structure (SMILES): NNC=O

Each line ends with the Löwdin charge.
Cartesian coordinates (Å):
N 1.1132 0.1891 -0.1914  -0.02
N -0.0981 -0.4386 -0.0139  -0.14
C -1.1688 0.3350 0.0399  -0.42
O -2.2763 -0.0785 -0.1773  0.03
H 1.5154 0.3726 0.7392  0.08
H 1.8318 -0.4504 -0.7476  0.15
H -0.3212 -1.3491 0.3848  0.15
H -0.5960 1.4199 -0.0336  0.17

Entry C
Density functional theory data (ωB97M-V/def2-TZVPD) for a cluster of 2 separate species, CH4N2O in total.

Properties
E_LUMO (eV): 0.60
Kohn-Sham gap (eV): 9.76
Total charge: 0

Each line ends with the Löwdin charge.
Cartesian coordinates (Å):
C -0.8164 0.0304 -0.0993  -0.38
N -2.0668 0.0333 -0.0695  0.12
N 1.4501 -0.6299 -0.1103  0.03
O 0.0546 -0.9168 0.0306  -0.09
H 0.1782 1.5086 -0.5389  0.15
H -2.6401 0.7850 0.2219  0.05
H 2.0603 -1.1363 0.5226  0.08
H 1.7801 0.3259 0.0429  0.04

Relative energies, unit kJ/mol: entry A 28.2; entry B 0.0; entry C 361.3

Entry A
Density functional theory data (ωB97M-V/def2-TZVPD) for the molecule CH4N2O.

Properties
E_LUMO (eV): 0.90
Kohn-Sham gap (eV): 10.59
Total charge: 0
Structure (SMILES): [H]/N=C/ON

Each line ends with the Löwdin charge.
Cartesian coordinates (Å):
H -2.5097 -0.3037 0.4451  0.06
N -1.9262 -0.0364 -0.3555  0.10
C -0.7259 0.0538 -0.0326  -0.39
O 0.2644 0.4747 -0.8060  -0.11
N 1.5752 0.2782 -0.2415  0.03
H -0.2468 -0.1402 1.0503  0.15
H 2.1813 -0.3553 -0.7897  0.10
H 1.3878 0.0289 0.7300  0.05

Entry B
Density functional theory data (ωB97M-V/def2-TZVPD) for a cluster of 2 separate species, CH4N2O in total.

Properties
E_LUMO (spin up / spin down) (eV): 0.17 / -0.12
Kohn-Sham gap (spin up / spin down) (eV): 9.72 / 7.63
Total charge: 0

Each line ends with the Löwdin charge.
Cartesian coordinates (Å):
C -1.3165 0.1587 0.0883  -0.32
N -1.0635 -1.1076 -0.0710  0.14
N 1.0547 0.9477 -0.0311  -0.04
O -2.2176 0.9854 0.0022  0.06
H -0.1672 -1.5695 0.1937  0.13
H -1.7705 -1.6564 -0.4772  0.10
H 0.9895 1.8376 0.6489  0.02
H 1.3330 1.2839 -0.9332  -0.08

Relative energies, unit kJ/mol: entry A 0.0; entry B 56.4

Entry A
Density functional theory data (ωB97M-V/def2-TZVPD) for a cluster of 2 separate species, CH4N2O in total.

Properties
E_LUMO (eV): 0.48
Kohn-Sham gap (eV): 9.99
Total charge: 0
Structure (SMILES): N=C=O.N

Each line ends with the Löwdin charge.
Cartesian coordinates (Å):
N -0.1023 2.3433 -1.0526  0.18
C -0.3343 1.2578 -0.5648  -0.36
O -0.5844 0.1353 -0.3250  0.11
H -0.7578 2.9919 -0.6072  0.10
N 0.9902 -0.7444 1.2626  -0.02
H 0.0723 -0.1472 1.0722  0.02
H 0.7754 -1.7004 1.8679  0.09
H 1.6094 -0.6054 1.9274  -0.11

Entry B
Density functional theory data (ωB97M-V/def2-TZVPD) for a cluster of 2 separate species, CH4N2O in total.

Properties
E_LUMO (spin up / spin down) (eV): -0.06 / 0.25
Kohn-Sham gap (spin up / spin down) (eV): 8.12 / 10.17
Total charge: 0

Each line ends with the Löwdin charge.
Cartesian coordinates (Å):
C -0.2619 -0.0204 0.1408  -0.52
N 0.7050 0.8916 0.4207  0.01
N 0.8544 0.0024 -0.7478  0.01
O -1.5198 0.1978 -0.2656  0.04
H -0.3807 -1.9859 2.1253  0.06
H 0.4361 1.8623 0.0820  0.13
H 1.7688 -0.6297 -0.6493  0.15
H -1.6018 -0.3181 -1.1061  0.13

Entry C
Density functional theory data (ωB97M-V/def2-TZVPD) for the molecule CH4N2O.

Properties
E_LUMO (eV): 0.75
Kohn-Sham gap (eV): 10.95
Total charge: 0
Structure (SMILES): [H]/N=C/NO

Each line ends with the Löwdin charge.
Cartesian coordinates (Å):
H -2.4692 0.3390 -0.3413  0.07
N -1.6525 -0.3615 -0.1838  0.06
C -0.6381 0.4537 0.0267  -0.39
N 0.4517 -0.1021 0.5623  -0.09
O 1.6996 0.0458 -0.2473  -0.08
H -0.4957 1.6285 0.0011  0.16
H 0.1590 -1.1777 0.4454  0.17
H 1.4424 -0.6331 -0.9367  0.10

Relative energies, unit kJ/mol: entry A 0.0; entry B 484.9; entry C 110.1